# 1
Below is an isolated ion of composition C6H19N4 and charge +1 in a non-equilibrium geometry, with properties calculated with ωB97M-V with the def2-TZVPD basis set.

```
! RIJCOSX wB97M-V def2-TZVPD def2/J DEFGRID3
* xyz 1 1
N 0.5737 -1.0235 0.0205
H 2.3048 1.1799 1.7635
H 3.0523 0.9670 -1.2101
H 2.8386 2.5439 -0.3573
C -1.7858 -0.6856 0.3201
H -0.1934 0.0159 1.5695
H 1.2612 -0.6629 -1.9500
H -3.8879 1.8740 -0.7348
H -1.8628 -1.6110 -0.2436
H 1.1210 1.3987 0.5596
N 0.4721 -0.3729 -1.3048
H -3.8529 1.2401 0.9633
H 1.9494 -1.2318 1.6977
H -1.5678 1.3088 0.2788
N 0.6343 -2.4256 -0.2739
H -2.1412 0.7092 -1.3232
H 4.3122 1.4486 0.0191
C -3.7283 0.9240 -0.0774
H -0.3607 -2.9012 -0.4106
H -4.3225 0.0269 -0.3373
C 1.9439 -0.6807 0.7431
C 2.0746 0.9150 0.7751
C 3.1894 1.5115 -0.2224
H 1.0155 -2.8477 0.5164
C -2.2339 0.6219 -0.2843
N -0.4731 -0.6775 0.8320
H -0.3926 -0.6914 -1.7681
H -2.4443 -0.7252 1.1143
H 2.7980 -1.1178 0.1164
*
```

Output
HOMO energy ... -0.50760 hartree
Calculated total energy ... -12479.8969 eV
SMILES ... CCCN[N+](N)(N)CCC
Gap between HOMO and LUMO ... 11.2 eV

Atomic partial charges in e from the natural (NBO) method, atoms 1 to 6: N 0.209; H 0.228; H 0.199; H 0.235; C -0.251; H 0.411

=====

# 2
Below is a single C6H19N6P molecule in a non-equilibrium geometry, with properties calculated with ωB97M-V with the def2-TZVPD basis set.

```
! RIJCOSX wB97M-V def2-TZVPD def2/J DEFGRID3
* xyz 0 1
N -2.9863 -1.2249 -1.3432
H 0.2450 -3.2038 0.4118
H -2.6566 1.9992 -1.4205
H 2.5435 -0.3044 0.6464
H 2.2636 -1.0406 -1.2535
H -1.0973 -1.5836 2.3112
H 3.0681 1.4972 0.3539
C -0.4152 -2.4538 0.0209
H 0.7309 -1.5902 2.5573
C -1.1353 2.4956 1.3174
H -0.2273 2.9461 1.0670
H -1.3765 2.2358 2.3693
N 1.3672 0.7425 -0.7088
H -0.1966 -2.4608 -1.0890
H 1.2291 -0.0924 -2.5488
H -1.4345 -2.8291 0.2988
C 1.9677 -0.0137 -1.7097
C -0.2024 -1.0377 2.0010
C 2.2246 0.7729 0.5156
H 2.9644 0.3252 -1.9830
H -2.3334 -1.9874 -1.5196
N -1.0753 -0.0520 -1.6724
N -2.5159 -0.0783 -1.3979
H -0.6712 0.7534 -2.3049
N -0.0811 -1.1810 0.5954
H -3.8531 1.0419 -0.2591
H -1.7165 3.3291 1.2038
C -3.0374 1.0534 -0.9532
P -0.3008 0.2960 -0.1828
N -1.3266 1.3851 0.3987
H -0.3874 0.0262 2.0836
H 1.6148 1.0873 1.3737
*
```

Output
HOMO energy (spin up / spin down) ... -0.22978 / -0.22966 hartree
Calculated total energy ... -24752.8267 eV
Gap between HOMO and LUMO (spin up / spin down) ... 7.0 / 7.0 eV

Atomic partial charges in e from the natural (NBO) method, atoms 1 to 6: N -0.612; H 0.192; H 0.196; H 0.186; H 0.151; H 0.191

=====

# 3
Below is a 5-piece molecular cluster, C6H19NO4 overall in a non-equilibrium geometry, with properties calculated with ωB97M-V with the def2-TZVPD basis set.

```
! RIJCOSX wB97M-V def2-TZVPD def2/J DEFGRID3
* xyz 0 1
H -2.2716 1.7696 -0.6863
H -0.8935 -0.7053 -3.0345
H 0.0997 -2.4213 -0.9816
H -1.1743 1.0166 0.1198
C 0.0686 -2.2902 0.1052
H -1.0709 0.4224 2.6232
H -1.3845 0.4532 -2.0650
O -1.3243 1.5783 -0.6631
H -0.0541 2.9940 -1.1105
C 1.2961 0.9417 1.9037
H 2.8576 -1.9977 0.4031
H 0.2739 3.9319 0.0407
C 2.7421 -0.2734 -0.8111
O 0.3998 3.8236 -0.9049
N -0.9288 -0.0097 1.7285
H 1.5899 1.6525 1.1195
O -3.1877 -1.2868 -0.4512
H -1.5643 -0.7697 1.5584
C 0.8957 -1.1526 0.6177
H 3.7751 -0.1704 -1.1005
H -0.9895 -2.2238 0.3369
H 2.2628 0.6219 2.3011
C 0.4370 -0.1896 1.4222
C 2.2888 -1.1125 0.1043
H 2.1247 0.4921 -1.2752
H 0.4163 -3.2507 0.5037
H -2.5582 -0.8927 -1.0940
H 0.7485 1.5418 2.6333
O -1.6623 -0.2690 -2.6580
H -3.2127 -2.2242 -0.6853
*
```

Output
HOMO energy ... -0.30559 hartree
Calculated total energy ... -16209.8793 eV
SMILES ... C=C/C(C)=C(\C)N.O.O.O.O
Gap between HOMO and LUMO ... 8.8 eV

Atomic partial charges in e from the natural (NBO) method, atoms 1 to 6: H 0.491; H 0.480; H 0.214; H 0.512; C -0.635; H 0.381

=====

# 4
Below is a 2-piece molecular cluster, C6H20N3Si overall in a non-equilibrium geometry, with properties calculated with ωB97M-V with the def2-TZVPD basis set.

```
! RIJCOSX wB97M-V def2-TZVPD def2/J DEFGRID3
* xyz 1 1
H 1.7450 1.2980 1.5298
C 3.1842 2.0200 0.0105
H -4.3231 2.2033 0.3063
C -0.6210 -1.5230 -1.0581
H 1.1393 2.7249 0.3990
H -5.9538 1.2764 0.4375
H 3.7347 2.7087 0.7817
H -0.2189 -1.4577 -2.0836
H 3.0946 -0.8677 -1.2357
H -1.6163 -0.9541 -0.9902
H 2.0343 -1.0014 2.2644
H -0.8476 -2.5511 -0.6661
H 1.6325 -2.6035 1.6735
H 3.6497 1.0036 0.1715
H 2.3275 -2.6008 -1.1421
C 1.7130 1.7775 0.4592
C -4.8793 1.3796 0.5977
H -4.8511 1.2372 1.6278
C 1.2397 -1.6081 1.8732
H 3.3977 2.4198 -0.9295
C -4.2121 0.3257 -0.0407
H -4.3776 -0.7472 0.0967
Si 0.8346 -0.8680 0.0341
H 0.4198 -1.6340 2.5580
N 2.7427 -1.7191 -0.6718
H 0.5395 1.0848 -1.1566
H -3.2409 1.4632 -1.1570
N -3.3619 0.4939 -0.9481
N 1.1534 0.7430 -0.3754
H 3.5451 -2.0135 -0.0121
*
```

Output
HOMO energy ... -0.46708 hartree
Calculated total energy ... -18887.7159 eV
Gap between HOMO and LUMO ... 9.7 eV

Atomic partial charges in e from the natural (NBO) method, atoms 1 to 6: H 0.190; C -0.609; H 0.218; C -1.159; H 0.219; H 0.254

=====

# 5
Below is a 3-piece molecular cluster, C6H20N3Si overall in a non-equilibrium geometry, with properties calculated with ωB97M-V with the def2-TZVPD basis set.

```
! RIJCOSX wB97M-V def2-TZVPD def2/J DEFGRID3
* xyz 1 1
N 0.2613 -0.6565 3.0300
H -2.0882 -2.7480 2.7544
C 0.8124 -0.9994 4.3289
N -2.2287 0.1650 1.0097
H -0.8342 -0.3246 -1.1567
H 2.8218 -0.0700 -4.7976
Si -2.3520 -0.1621 -0.6507
H -2.7046 -1.5598 -1.1012
H 0.8018 0.2218 1.0369
N 1.6838 1.6519 -4.2745
H 0.1014 2.6154 -3.0397
H 0.0033 -1.4385 4.8471
H -3.1328 0.8782 -1.4346
C -0.8942 -1.1289 2.6147
H 1.3628 1.2992 2.5626
H 3.6385 0.9884 -3.6480
H 0.4416 0.8819 -2.7284
H -2.1399 1.0291 1.4891
H 1.5546 -1.8069 4.1805
H 1.6365 1.8526 -5.2821
H 1.2135 -0.1066 5.0087
H -0.4048 1.3335 -4.1424
H 2.1185 -0.2957 2.2821
H -1.7303 -1.8442 4.2203
C -1.8940 -1.7909 3.1959
C 1.1226 0.1712 2.1986
H 2.4484 0.0019 -3.1581
C 0.3962 1.6353 -3.5221
H -2.9306 -1.3807 2.8933
C 2.6639 0.5926 -4.0349
*
```

Output
HOMO energy (spin up / spin down) ... -0.37440 / -0.37440 hartree
Calculated total energy ... -18880.0828 eV
Gap between HOMO and LUMO (spin up / spin down) ... 3.7 / 3.7 eV

Atomic partial charges in e from the natural (NBO) method, atoms 1 to 6: N -0.370; H 0.324; C -0.433; N -1.008; H -0.195; H 0.188

=====

# 6
Below is an isolated ion of composition C6H20N4O2P and charge +1 in a non-equilibrium geometry, with properties calculated with ωB97M-V with the def2-TZVPD basis set.

```
! RIJCOSX wB97M-V def2-TZVPD def2/J DEFGRID3
* xyz 1 1
N -1.6369 1.0863 -0.2632
H 2.9631 0.1055 2.1086
N -0.5909 0.2616 -0.0997
H -1.1301 2.6539 -1.4343
C 1.8475 -2.1552 2.1365
N 1.1685 -1.0218 1.6512
N -0.0175 -0.6829 -1.3955
H 1.4624 -3.0987 1.6060
C 1.4349 -0.5689 -1.4264
H -1.4512 -0.6568 3.0411
H 1.4826 0.6836 2.8166
O -0.6232 -2.3244 0.7118
H 2.8454 -2.0144 1.9196
H -3.7340 0.8473 0.6671
H 1.8708 0.4361 -1.6534
H -1.8189 -0.4577 -2.4901
H 1.7716 -2.4141 3.2692
P -0.3623 -0.8734 1.0748
C -1.4447 2.5293 -0.3636
H -3.1248 -0.5079 -0.3935
H -0.5880 -2.6326 -0.1825
H 1.6867 0.9912 1.0511
H -3.5197 1.1342 -1.0659
H -2.3513 3.0589 -0.2135
H 1.8764 -0.9901 -0.4626
C -3.0400 0.5974 -0.2094
H -0.6337 0.6281 -3.0326
C 1.8353 0.2557 1.8604
O -1.4554 -0.3647 2.1397
H 1.6331 -1.0683 -2.3304
H -0.5552 2.9739 0.2090
C -0.7027 -0.3669 -2.6666
H -0.4599 -1.2680 -3.3015
*
```

Output
HOMO energy ... -0.43920 hartree
Calculated total energy ... -25881.9251 eV
SMILES ... CN(C)[N+](N(C)C)=P(O)(O)N(C)C
Gap between HOMO and LUMO ... 9.4 eV

Atomic partial charges in e from the natural (NBO) method, atoms 1 to 6: N -0.276; H 0.237; N -0.502; H 0.195; C -0.406; N -0.806

=====

What did the fifth record say?
Below is a 3-piece molecular cluster, C6H20N3Si overall in a non-equilibrium geometry, with properties calculated with ωB97M-V with the def2-TZVPD basis set.

```
! RIJCOSX wB97M-V def2-TZVPD def2/J DEFGRID3
* xyz 1 1
N 0.2613 -0.6565 3.0300
H -2.0882 -2.7480 2.7544
C 0.8124 -0.9994 4.3289
N -2.2287 0.1650 1.0097
H -0.8342 -0.3246 -1.1567
H 2.8218 -0.0700 -4.7976
Si -2.3520 -0.1621 -0.6507
H -2.7046 -1.5598 -1.1012
H 0.8018 0.2218 1.0369
N 1.6838 1.6519 -4.2745
H 0.1014 2.6154 -3.0397
H 0.0033 -1.4385 4.8471
H -3.1328 0.8782 -1.4346
C -0.8942 -1.1289 2.6147
H 1.3628 1.2992 2.5626
H 3.6385 0.9884 -3.6480
H 0.4416 0.8819 -2.7284
H -2.1399 1.0291 1.4891
H 1.5546 -1.8069 4.1805
H 1.6365 1.8526 -5.2821
H 1.2135 -0.1066 5.0087
H -0.4048 1.3335 -4.1424
H 2.1185 -0.2957 2.2821
H -1.7303 -1.8442 4.2203
C -1.8940 -1.7909 3.1959
C 1.1226 0.1712 2.1986
H 2.4484 0.0019 -3.1581
C 0.3962 1.6353 -3.5221
H -2.9306 -1.3807 2.8933
C 2.6639 0.5926 -4.0349
*
```

Output
HOMO energy (spin up / spin down) ... -0.37440 / -0.37440 hartree
Calculated total energy ... -18880.0828 eV
Gap between HOMO and LUMO (spin up / spin down) ... 3.7 / 3.7 eV

Atomic partial charges in e from the natural (NBO) method, atoms 1 to 6: N -0.370; H 0.324; C -0.433; N -1.008; H -0.195; H 0.188

=====

Copy entry 4 word for word.
Below is a 2-piece molecular cluster, C6H20N3Si overall in a non-equilibrium geometry, with properties calculated with ωB97M-V with the def2-TZVPD basis set.

```
! RIJCOSX wB97M-V def2-TZVPD def2/J DEFGRID3
* xyz 1 1
H 1.7450 1.2980 1.5298
C 3.1842 2.0200 0.0105
H -4.3231 2.2033 0.3063
C -0.6210 -1.5230 -1.0581
H 1.1393 2.7249 0.3990
H -5.9538 1.2764 0.4375
H 3.7347 2.7087 0.7817
H -0.2189 -1.4577 -2.0836
H 3.0946 -0.8677 -1.2357
H -1.6163 -0.9541 -0.9902
H 2.0343 -1.0014 2.2644
H -0.8476 -2.5511 -0.6661
H 1.6325 -2.6035 1.6735
H 3.6497 1.0036 0.1715
H 2.3275 -2.6008 -1.1421
C 1.7130 1.7775 0.4592
C -4.8793 1.3796 0.5977
H -4.8511 1.2372 1.6278
C 1.2397 -1.6081 1.8732
H 3.3977 2.4198 -0.9295
C -4.2121 0.3257 -0.0407
H -4.3776 -0.7472 0.0967
Si 0.8346 -0.8680 0.0341
H 0.4198 -1.6340 2.5580
N 2.7427 -1.7191 -0.6718
H 0.5395 1.0848 -1.1566
H -3.2409 1.4632 -1.1570
N -3.3619 0.4939 -0.9481
N 1.1534 0.7430 -0.3754
H 3.5451 -2.0135 -0.0121
*
```

Output
HOMO energy ... -0.46708 hartree
Calculated total energy ... -18887.7159 eV
Gap between HOMO and LUMO ... 9.7 eV

Atomic partial charges in e from the natural (NBO) method, atoms 1 to 6: H 0.190; C -0.609; H 0.218; C -1.159; H 0.219; H 0.254